# 1
{"formula": "C9H14ClNSi", "method": "the ωB97M-V functional and the def2-TZVPD basis", "species": ["C", "C", "C", "C", "C", "C", "C", "C", "C", "N", "Si", "Cl", "H", "H", "H", "H", "H", "H", "H", "H", "H", "H", "H", "H", "H", "H"], "coordinates": [[-0.183, -0.367, 4.063], [-1.282, 0.131, 3.269], [0.951, -0.815, 3.387], [-1.207, 0.194, 1.912], [0.910, -1.065, 1.965], [-0.200, -0.539, 1.280], [0.370, 0.948, -2.849], [1.587, 1.375, -0.712], [-1.372, -1.595, -1.656], [0.493, 0.723, -1.388], [-0.089, -0.698, -0.596], [2.078, -2.793, -0.745], [-0.306, -0.273, 5.168], [-2.185, 0.527, 3.705], [1.853, -1.096, 3.964], [-2.035, 0.570, 1.300], [1.688, -1.622, 1.542], [-0.490, 1.591, -2.936], [1.403, 1.203, -3.066], [0.115, -0.063, -3.253], [1.295, 1.763, 0.386], [2.318, 0.652, -0.361], [1.951, 2.184, -1.206], [-1.741, -2.494, -1.126], [-2.370, -1.141, -1.674], [-0.805, -1.950, -2.503]], "s2": 2.007, "multiplicity": 3, "de_lowest_kcal_mol": 34.6, "total_energy_ev": -31445.4842, "gap_ha": [0.217, 0.175]}

=====

# 2
{"formula": "C7H10O2PS", "method": "the ωB97M-V functional and the def2-TZVPD basis", "species": ["C", "C", "C", "C", "C", "C", "C", "O", "O", "P", "S", "H", "H", "H", "H", "H", "H", "H", "H", "H", "H"], "coordinates": [[-2.062, -0.793, -2.853], [-2.107, -1.063, -1.479], [-2.066, 0.525, -3.224], [-2.154, 0.163, -0.798], [0.807, -0.217, -0.112], [0.669, 1.188, 1.994], [0.210, 0.888, 0.633], [-2.964, 1.347, 1.571], [-2.102, -0.972, 1.816], [-2.083, 0.276, 1.092], [-2.022, 1.506, -1.740], [-2.283, -1.449, -3.721], [-1.906, -2.023, -0.981], [-2.162, 0.939, -4.173], [0.625, -1.161, 0.439], [0.311, -0.327, -1.132], [1.902, -0.266, 0.056], [0.298, 0.438, 2.824], [0.472, 2.238, 2.373], [1.768, 1.313, 1.900], [0.040, 1.736, 0.032]], "total_charge": -1, "multiplicity": 1, "de_lowest_kcal_mol": 43.9, "total_energy_ev": -31640.9144, "gap_ha": 0.238}